Record 1
Formula: C6H22N8O5
Source: the Open Molecules 2025 dataset
Level of theory: ωB97M-V/def2-TZVPD

Cartesian coordinates (Å):
C -10.029 -17.677 -26.992
H -14.210 -21.369 -33.716
C -13.061 -16.255 -33.522
H -16.667 -21.653 -32.692
O -13.843 -21.556 -32.849
N -10.674 -18.792 -27.064
H -8.958 -16.752 -25.645
N -14.072 -15.985 -34.304
H -11.855 -16.209 -35.241
N -11.966 -16.285 -34.240
N -9.711 -17.411 -25.781
H -14.977 -23.229 -32.398
H -12.784 -17.186 -30.630
N -12.664 -17.844 -29.874
O -13.143 -16.476 -32.344
H -13.829 -23.584 -28.860
N -10.919 -22.543 -29.418
O -9.687 -17.033 -27.981
N -13.016 -19.301 -31.331
C -16.011 -21.509 -31.833
H -9.957 -22.793 -29.238
C -12.579 -19.105 -30.148
C -11.858 -23.448 -29.075
H -12.420 -17.503 -28.955
H -13.333 -18.519 -31.887
H -15.774 -20.464 -31.634
H -13.278 -22.036 -29.436
H -14.270 -22.554 -31.031
C -14.709 -22.257 -31.984
H -11.092 -16.506 -33.784
H -10.166 -17.844 -24.990
H -10.922 -19.244 -26.196
H -14.932 -16.252 -33.846
H -10.922 -19.326 -27.885
H -11.115 -21.553 -29.372
H -12.878 -20.224 -31.718
H -16.592 -21.839 -30.972
H -13.782 -15.760 -35.244
N -13.069 -22.954 -29.071
O -11.591 -24.559 -28.734
O -12.240 -20.004 -29.340

The HOMO-LUMO gap (spin up / spin down) is 9.2 / 2.9 eV. The spin multiplicity is 2. The expectation value of S² is 0.768. The charge is +1.

Atom charges from the Löwdin analysis, given in e for atoms 1 to 6:
1. C -0.806
2. H 0.106
3. C -0.761
4. H 0.083
5. O -0.088
6. N 0.162


Record 2
Formula: C21H25NO6
Source: the Open Molecules 2025 dataset
Level of theory: ωB97M-V/def2-TZVPD

Cartesian coordinates (Å):
H 0.710 1.538 1.380
H 3.144 4.609 0.054
C 1.553 -0.324 -1.268
C 4.257 2.099 -0.199
H 3.619 -2.473 0.362
C 2.024 -1.536 -0.717
C 2.298 0.829 -1.108
C -0.565 3.899 0.975
C -0.303 1.397 1.033
O -2.594 -1.334 0.155
H -0.893 -2.181 -0.660
O 1.214 -2.618 -0.940
C -2.885 1.007 0.157
H -0.337 1.549 -1.830
C -2.389 2.296 0.337
O 0.359 -0.405 -1.922
H 5.312 1.878 -0.016
H 4.182 2.735 -1.082
H -0.133 -0.719 1.078
O -4.830 -0.159 -0.100
H -2.383 -3.162 -0.572
C 3.180 4.030 0.963
H -1.104 4.615 0.360
C -0.139 0.750 -2.552
H 2.792 4.508 1.847
O -4.718 1.838 -0.877
C 3.506 0.811 -0.414
C 3.230 -1.552 -0.044
C 1.092 -3.611 1.329
C 3.963 -0.383 0.110
N -4.236 0.877 -0.303
C 3.696 2.816 0.993
H 1.964 -3.169 1.817
H 0.611 -4.467 -0.613
H 2.349 -4.243 -0.312
C 1.356 -3.792 -0.182
C -1.265 -3.103 1.281
C -2.076 -0.119 0.399
H -1.335 -4.194 1.207
H -3.051 3.123 0.127
H 3.723 2.254 1.918
H 0.495 3.941 0.733
C -1.748 -2.455 -0.033
C -0.776 0.115 0.852
O 0.049 -2.730 1.655
H 0.548 1.112 -3.323
H 4.901 -0.416 0.645
H -1.919 -2.766 2.092
H -0.682 4.192 2.018
H 0.911 -4.607 1.759
C -1.096 2.514 0.770
H -1.076 0.449 -3.018
H 1.946 1.765 -1.511

The HOMO-LUMO gap is 8.4 eV. The spin multiplicity is 1. Its SMILES is C=CCc1ccc(OCCOCCOc2ccc(C)cc2[N+](=O)[O-])c(OC)c1.

Atom charges from the Löwdin analysis, given in e for atoms 1 to 6:
1. H 0.117
2. H 0.062
3. C -0.202
4. C -0.162
5. H 0.110
6. C -0.188


Record 3
Formula: C53H60FNO3PS
Source: the Open Molecules 2025 dataset
Level of theory: ωB97M-V/def2-TZVPD

Cartesian coordinates (Å):
C 0.109 0.004 4.186
H -1.960 -1.806 -0.148
H 2.498 -0.049 6.585
C -2.692 0.964 1.662
C -9.341 -4.051 -2.446
H -1.635 -4.781 8.727
C -3.681 -1.571 1.109
H -3.908 -3.396 4.564
H -2.247 5.631 -3.614
N -0.511 -2.733 -5.098
C 0.772 -0.361 5.349
C -3.872 0.534 2.253
C 1.019 1.149 -1.430
C 1.458 0.427 -0.331
C -0.854 5.152 -2.053
H -6.549 -4.162 -4.357
C -0.517 6.897 -3.673
H -3.680 -1.748 -5.292
H 1.303 8.014 -3.481
H -4.935 -5.106 6.023
H 0.061 0.908 -1.879
C 7.062 2.248 3.922
C 0.700 7.209 -3.083
H 3.614 3.298 -1.742
C 8.219 3.329 -2.015
H 0.342 -1.112 6.000
C -1.367 -2.750 -3.816
C -9.854 -5.309 -2.731
C -8.153 -3.640 -3.034
H 5.750 1.293 2.517
O -1.767 -3.902 -7.044
C 8.381 1.120 -1.081
C 1.982 0.236 5.678
H 0.145 1.245 2.439
H 0.859 -0.936 -4.009
O -3.754 -2.712 -5.319
H -0.612 -3.067 7.275
H 4.108 3.128 2.536
C 7.801 2.980 0.328
H 6.515 5.269 5.350
P -3.071 -3.519 -4.069
H 0.853 -0.374 0.078
H 0.100 -1.136 -6.440
H -10.780 -5.630 -2.273
C -1.137 -1.321 -3.271
C -3.409 -3.701 5.476
C 2.532 1.198 4.839
H -1.462 4.353 -1.647
H -1.745 -2.381 5.185
H 8.575 0.062 -1.204
C 7.277 3.366 4.716
H 3.475 1.666 5.092
C -0.531 -1.308 -5.576
H -2.308 1.953 1.877
C 5.203 4.313 3.948
H -0.837 -0.458 3.929
C 4.992 3.195 3.153
C -3.986 -4.662 6.295
H -0.658 -1.348 -2.297
H -5.021 -2.583 -3.016
H -7.758 -2.655 -2.814
H 8.728 1.580 -3.147
H 7.992 0.961 1.023
H -4.407 1.188 2.929
H 0.442 -2.849 -4.736
C -7.993 -5.743 -4.189
H 8.170 3.436 5.322
H -1.565 -1.076 -5.819
C 3.447 1.774 -0.240
H -1.079 0.462 0.347
C 1.141 6.491 -1.979
H 8.290 3.995 -2.866
H -3.664 -2.314 -1.919
H -5.288 -1.066 2.435
H 7.542 3.373 1.302
F -0.567 -5.160 -5.345
C 3.010 2.490 -1.349
C -2.497 -1.145 0.523
C -2.194 -3.130 5.827
H 1.452 2.745 -2.802
H 7.689 4.890 -0.642
H 2.090 6.735 -1.519
H -3.794 -5.804 8.100
H -7.468 -6.402 -4.869
C -4.097 -3.012 -2.634
H 4.390 2.025 0.229
H -2.005 -0.668 -3.215
S -0.560 -3.992 -6.346
C 5.918 2.163 3.141
C -1.295 5.869 -3.157
H 3.000 0.178 1.127
C -0.162 -0.638 -4.266
C 0.365 5.462 -1.466
C -9.182 -6.153 -3.604
H -0.850 -3.428 -3.140
C 8.051 1.624 0.169
C -7.478 -4.486 -3.903
H -4.360 -3.941 -2.136
C 8.466 1.972 -2.173
C 1.869 1.559 3.675
C 1.795 2.178 -1.946
C -4.367 -0.732 1.976
C 2.669 0.739 0.263
C 0.660 0.962 3.350
C -2.132 -4.478 7.815
H 2.293 2.304 3.018
H 7.788 1.444 3.912
C -3.346 -5.052 7.463
H -0.201 0.444 -4.283
H -9.867 -3.392 -1.768
H 4.477 5.115 3.960
C -2.003 0.124 0.799
H -0.860 7.457 -4.532
O 0.707 -3.874 -6.940
C -1.557 -3.516 6.997
C 6.347 4.398 4.730
H -9.586 -7.131 -3.829
H -4.072 -2.558 0.893
C 7.884 3.833 -0.765
H 0.711 4.899 -0.608

The HOMO-LUMO gap is 7.6 eV. The spin multiplicity is 1. The charge is +1.

Atom charges from the Löwdin analysis, given in e for atoms 1 to 6:
1. C -0.088
2. H 0.082
3. H 0.104
4. C -0.090
5. C -0.093
6. H 0.103


Record 4
Formula: C3H5O3S2
Source: the Open Molecules 2025 dataset
Level of theory: ωB97M-V/def2-TZVPD

Cartesian coordinates (Å):
H -1.179 1.272 -1.197
C -0.673 1.744 -0.355
O 1.799 -0.283 2.086
S 0.702 -0.696 1.232
H -0.069 -1.638 -0.565
H -0.822 2.606 0.341
H -1.854 -2.426 -0.537
H 1.598 1.700 -1.259
O 1.123 -1.648 0.251
O -0.562 -1.036 1.865
C 0.806 1.504 -0.610
S -1.174 -1.844 -1.575
C 0.305 0.745 0.324

The HOMO-LUMO gap is 8.6 eV. The spin multiplicity is 1. The charge is -1.

Atom charges from the Löwdin analysis, given in e for atoms 1 to 6:
1. H 0.053
2. C -0.092
3. O -0.340
4. S 0.359
5. H -0.169
6. H 0.086


Record 5
Formula: C15H11BrCl4IrNO6
Source: the Open Molecules 2025 dataset
Level of theory: ωB97M-V/def2-TZVPD

Cartesian coordinates (Å):
Ir -0.015 0.216 0.063
O -0.023 -1.802 -0.930
H -4.912 2.150 -0.712
C 3.393 -3.953 -0.256
C -3.920 2.056 -1.132
H -5.247 3.584 -2.523
H 1.998 1.316 1.373
H 2.312 3.333 3.068
N -1.746 1.095 -0.998
O 1.249 1.879 1.125
C 1.019 -2.491 -0.737
H -3.209 0.702 0.387
O 1.954 -0.763 0.544
C -1.414 1.770 -2.096
C -2.261 2.599 -2.792
C 1.596 2.586 3.412
C 2.105 -1.920 0.059
C -0.487 1.289 2.821
H -0.743 3.970 2.773
H 2.132 1.668 3.667
C 0.560 2.323 2.336
O -4.388 3.553 -2.958
C -2.986 1.248 -0.520
O -0.995 1.471 3.911
Cl 4.816 -4.877 -0.001
C -0.176 3.588 1.925
O -0.791 0.303 2.026
H -1.949 3.126 -3.680
H 1.101 2.937 4.314
H 0.533 4.342 1.585
C 3.287 -2.695 0.266
H -0.875 3.376 1.112
C 2.320 -4.521 -1.023
Br 0.379 1.513 -2.614
Cl -0.131 -4.457 -2.164
Cl 2.502 -6.106 -1.654
C 1.172 -3.816 -1.250
C -3.552 2.740 -2.288
Cl 4.538 -1.972 1.192

The HOMO-LUMO gap (spin up / spin down) is 7.6 / 6.5 eV. The spin multiplicity is 5. The expectation value of S² is 6.023.

Atom charges from the Löwdin analysis, given in e for atoms 1 to 6:
1. Ir 1.293
2. O -0.138
3. H 0.124
4. C -0.694
5. C 0.020
6. H 0.121


Record 6
Formula: C4H7NO
Source: the Open Molecules 2025 dataset
Level of theory: ωB97M-V/def2-TZVPD

Cartesian coordinates (Å):
H -0.293 -0.822 -1.284
N 1.212 -1.354 0.020
C 0.808 -0.469 1.115
H 0.720 1.641 -0.858
H 0.087 2.154 0.715
H -1.042 1.507 -0.665
C 0.351 -1.763 -1.096
H -0.311 -2.534 -0.825
H 0.221 -0.586 2.048
C 1.942 -0.201 0.305
O 2.928 0.424 0.017
C -0.022 1.613 -0.167
H 0.914 -2.195 -1.839

The HOMO-LUMO gap (spin up / spin down) is 8.6 / 8.4 eV. The spin multiplicity is 1.

Atom charges from the Löwdin analysis, given in e for atoms 1 to 6:
1. H 0.108
2. N -0.025
3. C 0.083
4. H -0.041
5. H -0.018
6. H 0.033


Record 7
Formula: C17H38CrN7O2PS
Source: the Open Molecules 2025 dataset
Level of theory: ωB97M-V/def2-TZVPD

Cartesian coordinates (Å):
H -0.466 -3.413 3.458
H -1.540 1.972 -2.351
H -1.274 -1.844 3.438
H -0.362 4.750 -1.250
C 1.223 -3.039 1.529
C 2.191 2.105 3.893
C 2.133 -2.396 0.515
N -3.049 5.302 -2.745
C -0.784 4.236 -0.385
H -4.425 4.495 -1.385
H 2.196 -0.611 -3.569
C 0.836 1.877 3.750
C 0.397 1.180 2.623
H 2.780 -3.133 0.034
H -2.804 0.095 -0.557
H 3.044 -1.539 -1.644
S -1.248 0.731 2.229
H 0.201 3.140 1.110
H 1.099 1.396 -2.754
Cr -0.102 -0.510 0.650
H 2.561 2.641 4.757
N -1.727 -1.640 -0.070
H 2.777 -1.654 0.988
O -1.998 2.886 -2.350
C -3.386 4.821 -1.354
C 2.132 -0.962 -1.474
H -1.415 -2.466 -0.581
C 0.519 0.486 -2.927
O -0.275 0.749 -0.716
H -3.870 5.687 -3.219
P -2.368 3.348 -0.827
H -1.491 -3.975 1.240
H 4.148 1.794 3.021
N 0.256 3.255 0.095
H -2.256 -0.270 -3.102
H -2.963 -1.312 1.599
H -3.494 -2.617 0.541
H 0.121 2.211 4.489
H 0.604 -3.798 1.050
H 0.904 -1.649 -3.099
H -2.332 6.029 -2.751
H 2.427 -0.015 -1.017
C 2.582 0.937 1.852
N 0.325 -2.001 2.101
H -3.321 5.659 -0.663
C -2.618 -2.161 1.008
H 3.236 0.549 1.081
H 1.192 3.608 -0.108
C -2.482 -0.826 -1.048
C 3.084 1.631 2.928
H -2.695 4.499 -3.289
H 0.150 0.548 -3.954
H 0.808 -2.430 -1.009
C -1.618 -0.545 -2.260
C -0.845 -2.621 2.808
C 1.427 -0.735 -2.804
N 1.261 0.723 1.690
H 1.788 -3.537 2.319
H -2.648 -3.682 2.493
H -1.101 -1.465 -2.554
C -1.902 -3.182 1.873
N -0.671 0.571 -2.072
H -3.375 -1.371 -1.365
H 0.852 -1.515 2.825
H -0.951 4.960 0.413
H 0.165 2.258 -0.303
N 1.289 -1.697 -0.490

The HOMO-LUMO gap (spin up / spin down) is 7.7 / 8.3 eV. The spin multiplicity is 2. The expectation value of S² is 0.760. The charge is +3.

Atom charges from the Löwdin analysis, given in e for atoms 1 to 6:
1. H 0.140
2. H 0.029
3. H 0.107
4. H 0.102
5. C -0.141
6. C -0.008


Record 8
Formula: C4H5NO3P
Source: the Open Molecules 2025 dataset
Level of theory: ωB97M-V/def2-TZVPD

Cartesian coordinates (Å):
H 0.559 1.865 -0.078
C -1.484 0.928 1.563
H 2.931 -2.408 -0.608
O -2.356 1.575 0.846
O -1.175 0.739 2.681
H 2.009 -2.234 1.277
O 0.290 -0.657 -2.169
H -1.823 -0.168 -0.235
C -0.204 1.204 -0.674
H -0.643 1.536 -1.701
C 0.509 -0.175 -1.035
N 1.160 -0.642 0.011
C -1.316 0.635 0.152
P 1.545 -2.197 -0.028

The HOMO-LUMO gap is 7.4 eV. The spin multiplicity is 1. Its SMILES is O=C1O[C@H]1C/C([O-])=N/P. The charge is -1.

Atom charges from the Löwdin analysis, given in e for atoms 1 to 6:
1. H 0.145
2. C -0.544
3. H -0.140
4. O 0.104
5. O 0.135
6. H -0.174


Record 9
Formula: C3H9NO2S
Source: the Open Molecules 2025 dataset
Level of theory: ωB97M-V/def2-TZVPD

Cartesian coordinates (Å):
O -0.846 -3.862 -1.387
H -1.762 -3.857 -1.093
H -0.821 -0.464 1.244
H 1.893 -1.499 1.253
H 1.128 0.473 -0.506
H -1.610 1.212 0.297
N 0.185 -0.379 1.189
S -0.357 3.371 -0.217
H 1.066 1.502 1.014
O 0.714 -2.163 -0.372
C 0.862 -1.669 0.869
H -0.755 1.235 -1.249
H 0.373 -2.365 1.605
C -0.701 1.537 -0.207
C 0.560 0.794 0.364
H -0.350 -3.120 -0.858

The HOMO-LUMO gap is 5.8 eV. The spin multiplicity is 1. The charge is -2.

Atom charges from the Löwdin analysis, given in e for atoms 1 to 6:
1. O -0.199
2. H -0.028
3. H 0.053
4. H 0.074
5. H 0.088
6. H 0.019


Record 10
Formula: C41H40Cl3N12NaO9
Source: the Open Molecules 2025 dataset
Level of theory: ωB97M-V/def2-TZVPD

Cartesian coordinates (Å):
N -2.967 3.538 -2.707
C 1.705 -1.273 -3.620
C 4.774 2.554 -0.407
H 6.372 3.929 -0.851
H 2.201 2.478 2.157
C 3.849 -2.784 -2.243
N 6.439 -4.989 1.160
O -0.565 3.767 -2.140
C 1.973 -1.229 2.437
C -3.153 2.352 0.316
H 2.989 -4.351 1.174
C 2.802 1.022 0.070
H 4.340 2.521 4.126
C 0.461 -0.853 -3.961
C -5.050 -5.359 -0.440
C 4.545 -3.926 -0.243
O -4.984 -0.561 -1.802
C 4.470 4.901 -0.722
C -2.539 2.334 -3.105
H -2.106 2.203 0.572
C -5.757 5.143 0.217
H -5.201 -5.861 -1.390
N -0.340 -0.527 2.664
Cl -4.407 -3.300 3.511
C 2.591 3.506 -0.253
C 3.412 2.383 -0.176
C -3.966 -3.519 0.834
N 0.723 -0.788 1.860
C -5.766 0.206 -1.144
H 5.440 1.698 -0.389
H -3.910 3.828 -2.898
C -5.756 2.631 -0.356
C 3.187 -0.283 2.409
N -1.358 1.772 -2.821
N -0.444 2.534 -2.234
H 1.521 3.391 -0.124
C 0.174 -2.168 -2.300
O -2.680 -3.059 -1.839
H -2.346 -0.210 2.122
C -5.480 -5.166 1.910
H 5.270 1.089 3.731
H 2.458 5.626 -0.583
Na -3.138 -1.057 -0.721
H -5.976 -5.525 2.801
H -0.286 -2.771 -1.533
C 3.108 4.764 -0.521
N -0.970 -0.540 0.505
H 2.945 1.227 5.533
C 2.232 -3.333 -0.545
C 4.845 -3.360 -1.479
O -5.050 6.039 0.730
C 0.313 -0.785 0.583
C 3.229 -3.915 0.214
N -0.473 -1.413 -3.121
C 3.095 0.917 3.407
H 4.093 -2.363 -3.206
H 1.736 -1.504 3.461
H -6.800 2.703 -0.627
H 3.692 -0.911 0.468
O 4.201 -1.200 2.877
H 4.639 2.134 2.437
H -2.273 4.212 -2.425
H 5.042 -0.732 2.889
C 4.417 1.698 3.412
N 1.535 -2.119 -2.527
H 2.301 -2.135 1.925
C 5.312 3.804 -0.675
C -4.657 -4.081 1.978
H -3.802 -4.594 -2.468
C -5.683 -5.811 0.681
H -4.285 1.928 -4.029
H -3.897 -0.153 -3.117
Cl 5.141 6.479 -1.052
H 1.873 2.621 3.873
H 1.219 -3.323 -0.167
C -3.518 -3.922 -1.631
O -6.913 5.210 -0.245
N -3.773 1.298 -0.217
C -1.331 -0.395 1.811
H 2.674 0.553 -0.909
O -3.237 -2.507 0.936
H 4.642 0.420 1.035
H 1.804 0.037 4.934
H 2.676 -1.000 -3.992
N -3.313 0.146 -3.922
H 1.789 1.164 0.436
H 5.863 -3.377 -1.843
H -3.220 4.432 0.905
H 1.012 1.413 2.934
N -3.373 1.565 -3.812
H 0.986 -0.925 -0.249
Cl -6.745 -7.205 0.616
C 2.827 0.401 4.828
H -2.351 -0.134 -3.750
C 2.533 -2.750 -1.779
C 5.590 -4.519 0.545
C 3.612 0.062 0.965
C -4.193 -4.247 -0.391
O -6.980 0.084 -0.995
C -3.757 3.582 0.506
H 3.516 -0.395 5.108
O 0.576 1.959 -1.856
C -5.085 3.748 0.131
H 0.184 -0.133 -4.713
C -5.073 1.431 -0.521
C 1.975 1.905 3.053

The HOMO-LUMO gap is 6.1 eV. The spin multiplicity is 1. The charge is -2.

Atom charges from the Löwdin analysis, given in e for atoms 1 to 6:
1. N 0.207
2. C -0.056
3. C -0.049
4. H 0.097
5. H 0.065
6. C -0.002


Number 3 is which compound? C53H60FNO3PS